1.
Entry from OMol25: C40H47CrN7O4P2S2 as an isolated structure (ωB97M-V/def2-TZVPD).

Geometry as ORCA input:
```
! wB97M-V def2-TZVPD RIJCOSX def2/J DEFGRID3
* xyz 3 4
H 6.3140 4.7236 2.8320
C 1.9550 1.9833 -3.6280
C -3.0083 0.7288 -3.6727
H 1.3202 -3.6860 -0.2415
P -3.2539 1.0085 3.7789
N -4.2515 0.2152 -0.2982
N 1.7418 -1.2299 2.0936
C 2.3524 -3.8066 0.0704
H -1.7613 -5.2475 -0.9283
H 5.2808 -5.1034 -1.0236
C 4.5982 3.9600 0.0151
H 1.1800 -4.5505 -3.9635
H 6.5489 4.7766 0.3752
H 4.2240 3.9083 3.8529
C 0.8041 0.9877 1.7966
C -4.8109 0.4550 4.4465
H -4.9020 0.7545 5.4905
H -2.5121 -1.1500 -7.0018
C 5.5094 4.3717 2.2020
H -4.5984 1.7650 -4.6701
N -3.0924 2.5016 0.1620
C 3.2632 -4.4201 -0.7763
H 2.4977 0.4719 4.0813
O -3.1822 0.6753 2.2907
H 4.0649 1.9060 -3.2594
H -2.1213 0.3262 5.7703
H -2.5868 2.9929 -0.5754
H -2.8681 -3.4261 -0.2251
C 0.7317 1.3639 -3.4243
C -0.2809 -5.0552 -2.4612
C -2.6500 -0.6213 -6.0691
H 1.1414 3.4947 2.1785
C 4.3338 3.9059 2.7748
C 1.8135 -0.3130 -2.0680
C -5.0447 1.2753 -0.4162
S -0.4374 1.9222 1.1149
N -6.3112 1.2891 -0.7981
H 3.9352 -0.1253 -1.8574
H -4.8756 -0.6310 4.3805
C 0.6591 0.2039 -2.6516
H -4.9712 3.3377 -0.1747
H 1.7720 -1.2222 -1.4868
H 5.9822 -4.4014 1.2386
C 4.9718 -4.2166 0.9018
H -2.1946 3.1525 3.6323
H -1.0727 -1.6722 -5.1012
C 3.1056 1.4485 -3.0636
C -3.6452 0.3399 -5.9544
C 0.6730 -0.5284 1.7890
O -5.7133 -1.0662 -1.3134
C 2.7523 -3.3759 1.3322
C 4.5751 -4.6149 -0.3662
C 0.2666 -2.8203 -3.1070
C 2.8340 0.6919 3.0643
C 2.0091 2.9902 2.5952
H 2.0227 3.1575 3.6742
H -4.2813 0.5608 -6.8002
H 0.7556 -3.0792 2.0934
O -1.5988 0.2091 -1.1879
H -3.1435 1.2531 -2.7346
C 1.7640 -2.7115 2.2528
C 4.0599 -3.6070 1.7501
P -0.9503 -0.5341 -2.3623
C 3.4257 3.4893 0.5827
H -1.8964 -0.8336 4.4445
H 2.0316 -2.8837 3.2978
N -4.4624 2.4676 -0.1212
H -0.1473 -6.1235 -2.5600
H 2.9450 -4.7649 -1.7496
Cr -2.2682 0.5079 0.5611
H -0.1560 1.7552 -3.9067
C -0.6743 -2.2944 -2.1997
C 3.0349 0.3084 -2.2745
C -1.8324 -0.9099 -4.9894
C -1.3899 -3.1940 -1.4107
H -5.6305 0.8933 3.8772
N -4.6005 -0.9873 -0.8792
O -2.2915 -2.7099 -0.5204
H 0.8608 -2.1465 -3.7121
C -2.0048 -0.2350 -3.7811
H -0.9836 0.6965 4.4596
H -3.9795 3.2883 3.6213
N 1.8173 1.5280 2.4140
C 3.0366 -0.5556 2.2605
C -3.1242 2.7722 4.0595
H -6.8149 2.1523 -0.9270
H 4.6971 4.0085 -1.0597
H 4.3665 -3.3479 2.7571
C 5.6402 4.3993 0.8231
C 3.2914 3.4645 1.9686
H 3.7539 1.2724 3.1140
C -1.1888 -4.5656 -1.5457
H -6.7396 0.4127 -1.0600
H -3.1204 2.9801 5.1302
H 3.4560 -0.3417 1.2736
C -1.9371 0.2243 4.7008
C -3.8246 1.0141 -4.7554
C 0.4625 -4.1773 -3.2470
S -0.8334 -1.2328 1.4741
H -2.9471 2.9862 1.0459
H 2.0161 2.8603 -4.2579
H 3.7095 -1.2351 2.7766
H 2.6089 3.1648 -0.0538
*
```

Properties
LUMO (spin up / spin down), eV: -8.75 / -8.74

=====

2.
Entry from OMol25: a 10-piece molecular cluster, C27H42N12O19S overall (ωB97M-V/def2-TZVPD).

Geometry as ORCA input:
```
! wB97M-V def2-TZVPD RIJCOSX def2/J DEFGRID3
* xyz 0 1
H -5.6168 -5.4129 -4.8317
H -4.7045 -0.6442 -6.2398
H -7.1804 -6.1224 -4.3145
C 0.6610 3.9224 -0.1231
C 1.7073 -9.8085 3.3046
H 0.9795 -9.7010 2.5011
O 0.8217 -0.9222 6.2860
N -4.1836 1.9868 -1.9380
H 1.6596 -0.4378 3.8599
H 0.1802 3.5265 -2.2775
H 2.4119 -2.3057 1.2467
H 0.7617 3.9117 -7.7015
C -4.8175 -0.5506 -5.0856
O 4.1981 -1.2210 3.4086
O 1.3273 3.2818 7.7174
C 0.9428 4.5503 -6.8370
H 3.4027 -0.8126 1.1805
N -0.3237 -1.3601 6.3062
N 5.1684 -7.4212 1.9370
N 2.4050 4.8131 -6.7722
C -4.4051 0.7851 -4.3098
C -4.5612 0.7840 -2.7149
H 0.3678 2.4336 5.4571
C -3.6282 0.5114 0.2540
C 2.3197 4.2035 -2.1903
C -5.1368 -0.5337 -2.0029
C 5.7178 -6.6601 3.0900
O 2.9959 4.4513 -5.7597
H -3.7471 2.7205 -2.5186
H 5.6459 -7.2769 3.9852
H 1.2631 2.1960 -1.5888
C -0.6413 -2.3563 7.3630
H 3.3043 3.7590 -1.7822
H -5.6774 -2.7647 -4.9520
H 5.4708 7.1538 -6.8409
H -5.6467 -6.9602 -3.9127
O -2.3082 5.3216 1.4030
H 2.1669 5.3034 -1.8275
N -2.8191 4.7593 2.3646
H 1.4809 1.2077 6.1616
H -4.4549 3.8596 1.4215
C -1.9581 2.4878 -0.5610
O 7.8895 6.4949 -6.1596
O 6.8662 6.5868 -4.2374
C -2.6792 0.1551 1.4601
O -2.2359 4.3966 3.3762
C -5.4055 -1.8320 -4.3458
C 5.5829 6.3175 -6.1508
H 0.4405 5.5119 -6.9425
H 4.1025 -2.3697 0.6311
H -0.4685 -1.8787 8.3275
O -7.0744 -4.8990 -2.2517
H -5.9478 -2.7190 -2.1398
H -0.2042 4.6865 -0.2436
O 2.8737 3.8697 6.2981
H 2.1957 -10.7816 3.2547
H 4.7863 6.3223 -5.4084
C -0.9483 2.1887 0.6278
H 1.5810 4.5117 0.2885
N -1.3014 2.0216 -4.4039
C 0.6951 0.0223 3.4073
H -1.7306 3.3343 -1.3249
H 2.4355 -8.9981 3.2759
H 5.1234 -5.7524 3.1981
N 6.8877 6.4801 -5.4566
O -0.2147 -9.5654 4.5800
C -5.5669 -1.8382 -2.7683
C 1.4045 2.1830 5.6826
H 0.0207 -3.2103 7.2195
C -0.3528 0.5934 2.8251
O 2.9089 5.3731 -7.7400
H -4.5944 3.9954 3.2045
N -6.0271 -5.2380 -2.7878
C -4.2799 4.4961 2.2895
H 1.0640 2.1248 0.7405
O 5.1781 -6.8606 0.8504
N 1.9120 3.1965 6.6452
H -4.7822 5.4577 2.1837
H 2.0140 2.2182 4.7805
N 0.3390 2.8665 0.8913
S -5.2229 -0.4131 -0.1266
H -1.6840 -2.6553 7.2622
C -2.4701 2.0890 -4.7925
O -3.8795 1.9362 -5.0454
N 3.9060 -2.1785 2.7048
C -1.3511 0.9979 1.6149
H -3.0008 -0.7036 2.1528
H 0.6338 4.0523 -5.9183
O -4.8976 -5.0108 -2.3680
H 5.6085 5.3666 -6.6820
O -1.2225 -1.0514 5.5387
O 1.6831 -9.8329 5.6173
C -3.2935 1.6846 -0.7896
O 4.7474 -8.5502 2.1578
H 2.2809 4.2128 -3.3575
C 1.1001 3.3347 -1.5823
C -6.1279 -5.9940 -4.0641
C 3.4168 -1.8916 1.3307
O 3.9798 -3.3558 3.0305
H 6.7586 -6.4276 2.8646
N 0.9980 -9.7288 4.6089
*
```

Properties
LUMO, eV: -0.60
SMILES: C#Cc1cc2c(cc1NCCC)Nc1c(OC#N)cccc1S2.C[N+](=O)[O-].C[N+](=O)[O-].C[N+](=O)[O-].C[N+](=O)[O-].C[N+](=O)[O-].C[N+](=O)[O-].C[N+](=O)[O-].C[N+](=O)[O-].C[N+](=O)[O-]

=====

3.
Entry from OMol25: one molecule with the formula C4H8FN (ωB97M-V/def2-TZVPD).

Geometry as ORCA input:
```
! wB97M-V def2-TZVPD RIJCOSX def2/J DEFGRID3
* xyz 0 1
C 0.8315 0.8592 -1.1649
N -0.8210 -0.8878 1.3523
H -0.3781 -0.7016 2.2881
C -0.9654 0.4084 0.6895
H 0.1769 -2.2186 -0.1192
H -2.0049 0.6951 0.4447
H -0.8908 -0.4721 -1.2789
C -0.1709 -0.0806 -0.5334
C 0.2876 -1.2215 0.3623
H 1.3573 -1.1266 0.7616
F 0.0602 1.9948 -1.4220
H 1.2551 0.3849 -2.0459
H 1.7108 1.0778 -0.4774
H -0.4484 1.2887 1.1432
*
```

Properties
LUMO, eV: 1.08
SMILES: FCC1CNC1

=====

4.
Entry from OMol25: C38H33Br2F4N5PSn as an isolated structure (ωB97M-V/def2-TZVPD).

Geometry as ORCA input:
```
! wB97M-V def2-TZVPD RIJCOSX def2/J DEFGRID3
* xyz 1 1
H 1.0226 3.8639 1.1094
C 1.5852 -2.9776 -3.5093
F -1.5786 -1.8946 -5.8463
C -4.1190 1.7619 2.4916
C 3.4851 -0.3368 -0.8640
C 2.2944 4.4993 -2.5881
H -0.9123 -4.5203 1.0079
H 0.5976 4.8667 3.3114
H 3.5363 0.6726 2.3761
H 3.3780 3.0778 0.2825
H 5.7036 -0.4852 2.2835
F -1.5679 -1.2320 -3.2626
C 1.1745 1.8559 1.8637
H -0.7117 -2.8865 3.0082
C 0.7254 3.7948 3.2262
H 0.8089 1.0012 5.1310
C 4.7074 -0.9837 -0.9116
C 1.0065 2.5286 -2.0734
F 2.6935 -3.3080 -2.8164
H -4.8605 1.3855 3.1810
C -5.5148 -0.6959 1.5523
H 0.6967 3.7636 -3.8043
C -1.0669 -2.1098 2.3199
C 0.6498 2.9985 4.3582
Sn -1.0217 -0.4447 -0.7029
H 1.2122 -1.6180 1.1918
H -2.1529 -2.0501 2.3967
C 1.5555 -3.3131 -4.8498
C -4.3001 -0.2796 1.0179
H 2.8615 -0.2860 -1.7509
Br -7.7313 -2.4556 1.7831
C -2.2059 2.6726 0.8002
H 0.4920 -3.2406 -6.7222
C 0.9725 3.2282 1.9837
F 2.5943 -3.9788 -5.3607
N -3.6778 -0.9867 0.0675
C 1.1007 1.0623 3.0123
C 3.0656 4.2998 -1.4498
H -3.7201 -2.5953 -1.1990
C -3.6765 1.0156 1.4053
C 0.7635 -2.5405 0.8165
H 1.2642 -0.0063 2.9311
Br -4.1413 4.0687 4.1531
C 3.0396 0.2413 0.3264
C 0.8456 1.6290 4.2499
C 0.5319 -2.2754 -2.8826
C 1.2757 3.6167 -2.8999
H -1.4339 2.9817 0.1015
H -1.2380 -3.7717 -0.5726
C 1.7411 2.3587 -0.9008
N 0.4509 -1.9507 -1.5583
H 5.0412 -1.4445 -1.8321
H 2.2881 -2.5644 -0.6460
C -3.5798 3.0231 2.6876
C -2.6315 3.5172 1.8109
C -0.5256 -2.2543 -5.1044
C 3.8477 0.1946 1.4572
C -0.5014 -1.9175 -3.7714
H 3.8773 4.9755 -1.2157
C 5.0748 -0.4537 1.4033
P 1.3733 0.9944 0.2630
H 1.0927 -3.8309 -0.8786
H 2.5031 5.3343 -3.2433
H -5.9023 -3.4716 -0.3512
N -0.6923 -2.4084 0.9358
H -2.2241 4.5104 1.9240
N 0.0065 1.5530 -2.4314
H 6.4410 -1.5849 0.2032
H -6.0274 -0.1284 2.3148
N -2.6990 1.4580 0.6055
C -4.2539 -2.0864 -0.4023
C 5.4965 -1.0579 0.2292
C -5.4651 -2.5736 0.0601
H -2.4059 -3.6039 0.7483
H 0.4404 3.4424 5.3224
H 1.1300 -3.3691 1.4376
C 1.2174 -2.7726 -0.6209
C 2.7899 3.2355 -0.6133
H 0.4148 0.8890 -3.0883
H -0.7532 1.9996 -2.9361
H -0.6473 -1.1491 2.6200
C -6.0877 -1.8620 1.0706
C 0.5064 -2.9681 -5.6780
C -1.3459 -3.6473 0.5051
*
```

Properties
LUMO, eV: -2.89

=====

no.,total energy (Ha),molecular weight (g/mol)
1,-4759.5633,867.94
2,-3537.4102,870.77
3,-311.7723,89.11
4,-7844.5962,945.20